This record from the OMol25 dataset describes C36H37ClFeN5O2PS5Sb as an isolated structure at a distorted geometry. The level of theory is ωB97M-V/def2-TZVPD.

```
! wB97M-V def2-TZVPD RIJCOSX def2/J DEFGRID3
* xyz -1 5
Fe 0.060 0.903 0.494
Cl 0.769 -5.096 4.973
C 0.452 -3.752 3.915
C -0.865 -3.479 3.547
C -1.117 -2.409 2.725
C -0.087 -1.572 2.235
O -0.387 -0.570 1.500
C 1.260 -1.875 2.627
C 2.365 -1.088 2.200
N 2.312 -0.087 1.375
C 3.472 0.485 0.911
C 4.581 -0.336 0.599
C 5.711 0.178 0.003
C 5.752 1.508 -0.371
C 4.667 2.366 -0.107
C 4.659 3.693 -0.574
C 3.566 4.499 -0.292
C 2.557 4.024 0.495
N 2.552 2.754 0.986
C 3.538 1.868 0.608
C 1.491 -2.969 3.473
H -1.674 -4.087 3.924
H -2.124 -2.148 2.444
H 3.330 -1.361 2.645
H 4.501 -1.391 0.816
H 6.563 -0.463 -0.188
H 6.619 1.914 -0.873
H 5.503 4.058 -1.141
H 3.499 5.508 -0.669
H 1.730 4.648 0.771
H 2.503 -3.193 3.781
S 0.672 6.129 2.838
Sb -0.683 4.310 2.299
S 1.323 2.350 2.113
S 0.263 2.402 -1.206
S -1.532 3.877 4.424
C 2.996 -1.644 -3.028
N 2.843 -0.171 -3.396
C 1.813 -0.075 -4.504
N 0.596 -0.694 -4.144
C 0.815 -2.087 -3.795
N 1.759 -2.238 -2.706
C 1.208 -1.688 -1.466
P 0.743 0.218 -1.476
C 2.432 0.650 -2.235
C -0.136 0.046 -3.123
H 3.672 -1.700 -2.170
H 3.446 -2.139 -3.899
H 3.746 0.176 -3.732
H 2.239 -0.573 -5.385
H 1.641 0.985 -4.713
H 1.199 -2.613 -4.678
H -0.136 -2.532 -3.502
H 1.917 -1.869 -0.656
H 0.294 -2.235 -1.222
H 3.186 0.544 -1.451
H 2.398 1.703 -2.539
H -0.351 1.049 -3.505
H -1.085 -0.461 -2.943
O -2.004 0.349 -0.566
S -3.150 1.077 -1.132
C -4.650 0.010 -0.716
C -4.167 -1.393 -0.840
C -3.969 -2.177 0.287
C -3.453 -3.458 0.177
C -3.115 -3.963 -1.067
C -3.298 -3.182 -2.197
C -3.816 -1.906 -2.084
C -3.462 2.514 0.016
C -3.774 2.067 1.396
C -5.089 2.101 1.859
C -5.396 1.645 3.127
C -4.399 1.154 3.951
C -3.092 1.111 3.497
C -2.783 1.548 2.223
H -5.413 0.267 -1.450
H -5.001 0.231 0.290
H -4.222 -1.780 1.260
H -3.308 -4.060 1.062
H -2.704 -4.957 -1.153
H -3.037 -3.572 -3.172
H -3.944 -1.295 -2.967
H -4.273 3.085 -0.431
H -2.532 3.082 -0.052
H -5.868 2.506 1.226
H -6.420 1.678 3.466
H -4.638 0.828 4.952
H -2.303 0.753 4.139
H -1.755 1.484 1.870
*
```

Values from the calculation:
* LUMO level (alpha / beta): 1.09 / 1.09 eV
* HOMO energy (alpha / beta): -2.8 / -2.9 eV
* <S²>: 6.38
* calculated total energy: -166389.771 eV
* Kohn-Sham gap (alpha / beta): 3.9 / 4.0 eV

Mulliken analysis output, partial charges in e: Fe -0.47; Cl -0.27; C 0.03; C -1.00; C -0.55; C -0.86; O 0.45; C 1.09; C -1.19; N 0.95; C -0.20; C -0.70; C -0.97; C -0.95; C 1.50; C -1.21; C -0.96; C -0.08; N 0.39; C 0.44; C -1.11; H 0.47; H 0.70; H 0.52; H 0.50; H 0.38; H 0.40; H 0.41; H 0.45; H 0.06; H 0.46; S -0.68; Sb 0.24; S -0.26; S -0.48; S -0.67; C -0.77; N 0.33; C -0.82; N 0.23; C -0.92; N 0.35; C -1.77; P 3.20; C -1.37; C -1.15; H 0.46; H 0.33; H 0.39; H 0.38; H 0.39; H 0.27; H 0.40; H 0.47; H 0.40; H -0.36; H 0.88; H 0.65; H 0.06; O -0.55; S 0.37; C -0.77; C -0.14; C -0.21; C -0.49; C -0.57; C -0.52; C -0.13; C -0.90; C 0.03; C -0.38; C -0.56; C -0.75; C -1.23; C 1.35; H 0.56; H 0.26; H 0.36; H 0.38; H 0.40; H 0.47; H 0.37; H 0.68; H 0.00; H 0.37; H 0.39; H 0.43; H 0.62; H 0.35

***

This record from the OMol25 dataset describes C36H37ClNO3S2Sr as an isolated structure at a distorted geometry. The level of theory is ωB97M-V/def2-TZVPD.

```
! wB97M-V def2-TZVPD RIJCOSX def2/J DEFGRID3
* xyz -1 1
Sr -0.131 0.468 0.882
C -2.383 -1.963 3.614
C -1.464 -2.566 2.570
C -1.976 -3.021 1.345
C -3.460 -3.020 1.058
C -1.111 -3.458 0.337
C -1.707 -3.894 -0.979
C 0.272 -3.423 0.537
C 1.215 -3.717 -0.615
C 0.781 -3.089 1.798
C 2.264 -3.137 2.083
C -0.086 -2.668 2.817
C 0.493 -2.349 4.178
H -2.770 -2.724 4.303
H -3.227 -1.454 3.156
H -1.875 -1.199 4.194
H -3.785 -4.001 0.700
H -3.703 -2.298 0.270
H -4.054 -2.782 1.934
H -2.178 -3.045 -1.484
H -2.479 -4.653 -0.822
H -0.968 -4.327 -1.649
H 1.425 -4.786 -0.724
H 2.169 -3.205 -0.488
H 0.794 -3.365 -1.558
H 2.457 -3.601 3.053
H 2.677 -2.124 2.130
H 2.812 -3.711 1.339
H 1.146 -1.474 4.130
H 1.091 -3.189 4.540
H -0.279 -2.162 4.917
O -2.932 -0.774 -1.968
C -2.051 -0.172 -1.366
O -1.065 -0.680 -0.720
C -2.065 1.368 -1.443
C -2.992 1.997 -2.262
C -2.930 3.372 -2.408
C -1.959 4.082 -1.715
C -1.099 3.385 -0.889
N -1.137 2.056 -0.758
H -3.730 1.384 -2.759
H -3.631 3.889 -3.053
H -1.871 5.157 -1.807
H -0.357 3.906 -0.294
S -2.456 1.414 2.340
C -2.060 2.845 3.287
C -3.078 3.605 3.892
C -2.796 4.749 4.626
C -1.485 5.184 4.792
C -0.463 4.442 4.212
C -0.741 3.296 3.476
H -4.103 3.273 3.765
H -3.611 5.310 5.074
H -1.265 6.077 5.366
H 0.569 4.752 4.340
H 0.081 2.720 3.068
Cl 2.033 0.499 2.538
O 1.524 0.597 -0.570
S 1.274 -0.110 -1.881
C 1.268 1.214 -3.100
C 0.793 0.970 -4.377
C 0.840 1.987 -5.321
C 1.331 3.238 -4.969
C 1.764 3.478 -3.669
C 1.734 2.462 -2.724
C 2.929 -0.704 -2.300
C 3.906 -0.581 -1.325
C 5.184 -1.059 -1.595
C 5.468 -1.651 -2.818
C 4.466 -1.792 -3.774
C 3.186 -1.330 -3.512
H 0.368 0.003 -4.630
H 0.483 1.805 -6.327
H 1.366 4.031 -5.707
H 2.123 4.460 -3.388
H 2.067 2.621 -1.704
H 3.658 -0.125 -0.371
H 5.956 -0.972 -0.841
H 6.467 -2.017 -3.026
H 4.681 -2.267 -4.723
H 2.396 -1.462 -4.246
*
```

Values from the calculation:
* LUMO level: 2.14 eV
* HOMO energy: -3.8 eV
* calculated total energy: -80600.513 eV
* Kohn-Sham gap: 6.0 eV

Mulliken analysis output, partial charges in e: Sr 1.51; C -2.51; C 1.10; C 1.02; C -2.10; C 0.75; C -1.95; C 1.29; C -2.56; C 0.95; C -2.19; C 1.36; C -1.99; H 0.29; H 0.54; H 0.45; H 0.42; H 0.28; H 0.48; H 0.12; H 0.48; H 0.43; H 0.34; H 0.46; H 0.50; H 0.44; H 0.18; H 0.52; H 0.24; H 0.42; H 0.45; O -0.83; C -0.01; O -0.62; C 0.31; C -0.80; C -0.50; C -0.74; C -0.86; N 0.85; H 0.53; H 0.42; H 0.46; H 0.51; S -0.39; C 0.59; C -0.45; C -0.49; C -0.37; C -0.73; C -0.39; H 0.36; H 0.31; H 0.35; H 0.37; H 0.22; Cl -0.80; O -0.54; S 1.22; C -0.02; C -0.26; C -0.72; C -0.46; C -0.78; C -0.52; C 0.74; C -0.41; C -0.73; C -0.48; C -0.69; C -0.55; H 0.50; H 0.41; H 0.39; H 0.43; H 0.51; H 0.37; H 0.44; H 0.37; H 0.39; H 0.34

***

This record from the OMol25 dataset describes C36H37F3O3P2PtS as an isolated structure at a distorted geometry. The level of theory is ωB97M-V/def2-TZVPD.

```
! wB97M-V def2-TZVPD RIJCOSX def2/J DEFGRID3
* xyz 2 5
Pt 0.924 -0.451 1.484
C -2.181 -0.011 5.379
C -2.374 -0.195 4.033
C -2.710 0.824 3.056
C -1.832 1.749 2.205
C -0.495 2.057 2.812
C -0.379 2.270 4.143
C -1.475 2.451 5.131
C -2.123 1.290 5.998
C 2.085 0.174 3.018
H -2.357 -0.921 5.943
H -2.129 -1.191 3.572
H -3.371 1.407 3.718
H -3.386 0.272 2.386
H -1.802 1.406 1.166
H -2.422 2.685 2.051
H 0.187 2.524 2.105
H 0.622 2.147 4.549
H -2.244 2.981 4.592
H -0.942 3.053 5.873
H -1.438 1.100 6.888
H -3.170 1.667 6.359
H 2.417 -0.793 3.610
H 1.631 0.993 3.707
H 2.930 0.543 2.295
P -0.108 -1.716 -2.762
P 1.494 0.499 -2.923
C -0.991 -0.223 -3.285
C -0.166 0.828 -3.540
C -0.680 -2.922 -4.078
C -1.758 -2.744 -4.984
C -2.104 -3.780 -5.883
C -1.338 -4.946 -5.958
C -0.237 -5.099 -5.103
C 0.063 -4.120 -4.156
C -1.043 -2.098 -1.279
C -0.694 -1.530 -0.024
C -1.221 -2.043 1.161
C -2.405 -2.813 1.048
C -2.812 -3.322 -0.200
C -2.100 -3.012 -1.358
C 2.284 0.872 -4.671
C 2.118 0.061 -5.823
C 2.713 0.447 -7.055
C 3.424 1.641 -7.125
C 3.579 2.456 -6.008
C 2.998 2.064 -4.797
C 1.817 2.091 -1.995
C 3.072 2.191 -1.352
C 3.406 3.286 -0.563
C 2.474 4.326 -0.403
C 1.256 4.289 -1.090
C 0.907 3.143 -1.836
H -2.070 -0.172 -3.290
H -0.310 1.769 -4.064
H -2.334 -1.835 -4.979
H -2.977 -3.673 -6.543
H -1.581 -5.732 -6.664
H 0.398 -5.990 -5.165
H 0.876 -4.257 -3.446
H 0.052 -0.665 0.027
H -0.708 -2.024 2.209
H -2.988 -2.976 1.935
H -3.662 -3.983 -0.296
H -2.354 -3.454 -2.317
H 1.513 -0.839 -5.780
H 2.594 -0.180 -7.932
H 3.893 1.932 -8.055
H 4.130 3.397 -6.046
H 3.057 2.725 -3.928
H 3.810 1.387 -1.499
H 4.388 3.345 -0.096
H 2.707 5.163 0.261
H 0.582 5.146 -1.056
H -0.071 3.111 -2.308
F 0.663 -2.651 8.298
C 0.187 -1.372 8.156
F -1.159 -1.416 8.382
F 0.753 -0.552 9.092
S 0.623 -0.626 6.482
O 2.032 -0.914 6.322
O -0.254 -1.301 5.497
O 0.297 0.780 6.773
*
```

Values from the calculation:
* LUMO level (alpha / beta): -5.54 / -8.94 eV
* HOMO energy (alpha / beta): -13.8 / -14.0 eV
* <S²>: 6.04
* calculated total energy: -84858.972 eV
* Kohn-Sham gap (alpha / beta): 8.2 / 5.1 eV

Mulliken analysis output, partial charges in e: Pt 0.51; C -0.43; C 0.24; C -1.02; C -0.80; C -0.34; C -0.13; C -1.49; C -0.48; C -0.74; H 0.53; H 0.21; H 0.44; H 0.55; H 0.24; H 0.42; H 0.63; H 0.65; H 0.51; H 0.43; H 0.45; H 0.41; H 0.38; H -0.05; H 0.44; P 0.27; P 0.39; C -0.72; C -0.60; C 0.37; C -0.08; C -0.66; C -0.44; C -0.67; C -0.32; C 0.18; C 0.37; C -0.86; C -0.92; C -0.86; C -0.56; C 0.39; C -0.13; C -0.83; C -0.35; C -0.85; C -0.24; C 0.53; C -0.28; C -0.79; C -0.43; C -0.85; C -0.19; H 0.78; H 0.81; H 0.43; H 0.40; H 0.42; H 0.39; H 0.41; H 0.78; H 0.43; H 0.50; H 0.45; H 0.42; H 0.34; H 0.43; H 0.39; H 0.42; H 0.33; H 0.42; H 0.47; H 0.44; H 0.44; H 0.42; F -0.21; C 0.57; F -0.23; F -0.20; S 1.09; O -0.55; O -0.56; O -0.69